Molecular formula: C60H42N9O5SSn
Method: DFT, the ωB97M-V functional and the def2-TZVPD basis

Atoms and positions in Å:
Sn (-0.26967, -0.01936, 0.29259)
C (5.84808, -1.36131, -7.81879)
O (4.46892, -1.18562, -7.54614)
C (4.07449, -0.90621, -6.27815)
C (4.81062, -1.04418, -5.08416)
C (4.19682, -0.80046, -3.85913)
C (2.82350, -0.50156, -3.73735)
C (2.10024, -0.38377, -4.95356)
C (2.70397, -0.57689, -6.17289)
C (2.14207, -0.27204, -2.40425)
C (2.02303, -1.37995, -1.52219)
C (2.60109, -2.67459, -1.76530)
C (2.31299, -3.47433, -0.68944)
C (1.59649, -2.68922, 0.28722)
N (1.40373, -1.38118, -0.25293)
C (1.16788, -3.13091, 1.56971)
C (0.47625, -2.35466, 2.49067)
C (0.06756, -2.81938, 3.81421)
C (-0.58887, -1.79611, 4.41138)
C (-0.63174, -0.65863, 3.47502)
C (-1.03615, 0.64580, 3.81974)
C (-1.72703, 0.82491, 5.11394)
C (-1.30814, 1.64236, 6.15727)
C (-2.04891, 1.73333, 7.34218)
C (-3.31343, 1.14927, 7.46134)
O (-4.23767, 1.27265, 8.44291)
C (-4.05661, 1.70102, 9.79064)
C (-3.72040, 0.28478, 6.42441)
C (-2.95110, 0.14085, 5.30780)
C (-0.93181, 1.73981, 2.95265)
N (-0.40625, 1.71854, 1.64979)
C (-0.42301, 3.08813, 1.21800)
C (0.17412, 3.60775, 0.03370)
C (0.03942, 5.07045, -0.25907)
C (1.11021, 5.90090, -0.57928)
C (0.94345, 7.25340, -0.91379)
C (-0.32344, 7.84920, -0.91079)
O (-0.62548, 9.14238, -1.24181)
C (0.36825, 10.17036, -1.15886)
C (-1.39349, 7.03181, -0.56170)
C (-1.21951, 5.67964, -0.31604)
C (0.77074, 2.80567, -0.97797)
C (1.29977, 3.27332, -2.23552)
C (1.86378, 2.21258, -2.89686)
C (1.66151, 1.04629, -2.09930)
N (0.99260, 1.41928, -0.89597)
C (-1.03231, 3.90018, 2.24139)
C (-1.41538, 3.07473, 3.24975)
N (0.03030, -1.02831, 2.28258)
C (1.56288, -4.56018, 1.94115)
C (0.96675, -5.68717, 1.37104)
C (1.29366, -6.97952, 1.79451)
C (2.35293, -7.24363, 2.69980)
O (2.71834, -8.53478, 2.83415)
C (3.54839, -8.91751, 3.92176)
C (2.95835, -6.11685, 3.29713)
C (2.54733, -4.84109, 2.89965)
H (5.95792, -1.29073, -8.92193)
H (6.20650, -2.35206, -7.53528)
H (6.48610, -0.59124, -7.36615)
H (5.86085, -1.32470, -5.07914)
H (4.79188, -0.92951, -2.93509)
H (0.99672, -0.19951, -4.83986)
H (2.14682, -0.49315, -7.07947)
H (3.11889, -2.96191, -2.65243)
H (2.64267, -4.49495, -0.59402)
H (0.25311, -3.77438, 4.26688)
H (-1.05160, -1.79921, 5.38673)
H (-0.40423, 2.23568, 6.02596)
H (-1.66366, 2.30919, 8.18475)
H (-4.94156, 1.34555, 10.34635)
H (-4.00055, 2.79757, 9.88864)
H (-3.20198, 1.19770, 10.28119)
H (-4.66761, -0.21931, 6.58122)
H (-3.23699, -0.53564, 4.47458)
H (2.12547, 5.51957, -0.48443)
H (1.81370, 7.82413, -1.20200)
H (-0.18866, 11.12199, -1.07359)
H (1.00846, 10.15481, -2.08660)
H (1.01019, 10.07111, -0.24305)
H (-2.40841, 7.40853, -0.53577)
H (-2.11235, 5.06634, -0.15965)
H (1.23578, 4.27885, -2.58282)
H (2.41010, 2.23244, -3.83093)
H (-1.12253, 4.98510, 2.18727)
H (-1.91579, 3.40644, 4.16003)
H (0.22839, -5.56835, 0.58805)
H (0.74133, -7.82119, 1.35658)
H (3.48593, -10.05282, 3.89608)
H (3.19433, -8.60377, 4.90052)
H (4.60841, -8.69854, 3.76981)
H (3.81000, -6.23404, 3.97755)
H (2.98367, -3.97784, 3.41088)
S (-4.71512, -1.58323, -6.83961)
N (-4.29011, -0.17081, -6.18276)
C (-3.49536, -0.43798, -5.11913)
C (-3.08283, 0.52258, -4.11016)
C (-3.29486, 1.91593, -4.23883)
C (-3.06385, 2.66744, -3.11134)
C (-2.66702, 2.03769, -1.94771)
N (-2.32972, 0.74018, -1.81824)
C (-2.52639, -0.02783, -2.89326)
C (-2.27978, -1.51397, -2.73307)
N (-1.69473, -1.93242, -1.57467)
C (-1.62538, -3.24714, -1.39046)
C (-1.98107, -4.20473, -2.36679)
C (-2.52618, -3.82947, -3.57732)
C (-2.68334, -2.43326, -3.73299)
C (-3.34770, -1.86601, -4.90435)
N (-4.04358, -2.58826, -5.78533)
H (-3.67961, 2.28632, -5.16784)
H (-3.26629, 3.75322, -3.10104)
H (-2.58928, 2.62200, -1.02019)
H (-1.24757, -3.61164, -0.42209)
H (-1.82119, -5.26506, -2.14328)
H (-2.76305, -4.54692, -4.37409)
O (-5.37598, -0.58135, 0.31331)
N (-4.17147, -0.79743, 0.30353)

Forces on atoms 1 to 2 (eV/Å):
0.79 0.06 0.15
0.48 0.03 -0.92

Values from the calculation:
HOMO-LUMO gap (alpha / beta): 5.596 / 5.307 eV
LUMO energy (alpha / beta): -3.78 / -3.80 eV
Net charge: +1

---

Molecular formula: C13H15CrN4O4
Method: DFT, the ωB97M-V functional and the def2-TZVPD basis

Atoms and positions in Å:
Cr (0.65499, 0.57579, -2.16490)
C (0.10331, -2.46359, -4.96720)
C (-0.02504, -1.75917, -3.64764)
O (0.54487, -0.59040, -3.59379)
C (-0.73451, -2.32119, -2.61462)
C (-0.95455, -1.73651, -1.34165)
C (-1.77912, -2.48418, -0.33731)
N (-0.44006, -0.56919, -1.02852)
N (-0.63702, -0.16766, 0.28593)
C (-0.47169, 1.07672, 0.55117)
O (2.25325, 0.96423, -1.52251)
C (-0.38980, 1.43495, 1.98962)
C (-0.81355, 0.53712, 2.96773)
C (-0.66878, 0.84093, 4.31108)
C (-0.08176, 2.03835, 4.69616)
C (0.34997, 2.93407, 3.72863)
C (0.19102, 2.63882, 2.38395)
H (0.93640, -2.04913, -5.52938)
H (-0.80921, -2.31921, -5.54860)
H (0.25087, -3.53322, -4.82838)
H (-1.17413, -3.29181, -2.79119)
H (-2.14412, -3.41437, -0.76401)
H (-2.62388, -1.88298, -0.00328)
H (-1.17393, -2.69611, 0.54469)
H (-1.26452, -0.39776, 2.66403)
H (-1.01544, 0.14073, 5.06018)
H (0.03422, 2.27434, 5.74610)
H (0.80213, 3.87287, 4.02078)
H (0.49995, 3.35444, 1.63529)
N (2.54110, -0.29179, 0.39404)
N (2.17095, 0.95162, -0.11578)
C (-0.72417, 2.22201, -0.45187)
O (-1.28296, 3.20359, -0.02652)
O (-0.40816, 2.04794, -1.70934)
H (1.97918, -0.48205, 1.21404)
H (3.53101, -0.36472, 0.59850)
H (2.77319, 1.70651, 0.19458)

Forces on atoms 1 to 2 (eV/Å):
-0.31 -0.14 0.30
0.02 -0.02 0.01

Values from the calculation:
HOMO-LUMO gap (alpha / beta): 8.107 / 8.033 eV
⟨S²⟩: 0.761
LUMO energy (alpha / beta): -0.24 / -0.22 eV
Multiplicity: 2

---

Per-record molar mass, g/mol: 1119.83; 343.28
Per-record ΔE to the lowest compared entry with this formula, charge and spin, kJ/mol: 0.0; 0.0